Model i:
A 20-piece molecular cluster, H40O20 overall. Source: the OMol25 dataset; level of theory: wB97M-V/def2-TZVPD.

Computed properties:
HOMO energy: -10.3 eV
gap between HOMO and LUMO: 10.01 eV
charge: 0
LUMO level: -0.3 eV

XYZ file:
```
60
H40O20, DFT wB97M-V/def2-TZVPD
O -1.417 -2.994 -0.857
H -0.910 -2.156 -0.940
H -0.677 -3.577 -0.562
O -2.581 -1.645 -2.704
H -3.033 -0.865 -2.248
H -2.653 -2.431 -2.084
O 1.413 -3.773 3.570
H 1.438 -2.961 4.101
H 0.680 -4.199 3.992
O -0.414 0.832 -1.431
H 0.005 0.182 -1.999
H -1.339 0.637 -1.415
O 2.982 2.328 -1.220
H 2.070 2.156 -1.467
H 3.513 2.332 -2.015
O 3.659 3.348 0.781
H 3.702 3.947 0.002
H 2.693 3.388 0.848
O -1.404 3.556 1.132
H -2.061 2.987 0.675
H -1.959 3.686 1.906
O 0.727 2.269 -3.392
H 0.536 2.653 -4.258
H 0.042 1.601 -3.409
O 4.110 -1.670 -4.011
H 4.380 -1.683 -3.028
H 4.161 -0.706 -3.909
O 1.449 -1.528 -0.626
H 1.143 -0.993 0.212
H 2.271 -1.102 -0.888
O 0.921 0.221 1.546
H 1.402 0.486 2.351
H 0.755 0.927 0.921
O -2.113 -1.018 3.112
H -2.364 -1.853 2.639
H -1.217 -0.869 2.655
O -0.735 2.157 4.552
H -0.780 1.756 3.577
H -0.273 1.591 5.184
O -3.553 0.538 -1.011
H -3.963 -0.329 -0.885
H -4.244 0.947 -1.661
O -3.702 -2.375 1.472
H -4.232 -1.798 2.029
H -3.880 -2.625 0.586
O 4.741 -0.591 -1.079
H 3.826 -0.823 -0.649
H 4.857 0.285 -0.647
O 0.804 -1.238 -3.228
H 0.252 -1.996 -3.111
H 1.075 -1.194 -4.136
O -3.552 3.306 -0.759
H -3.047 4.093 -0.964
H -4.342 3.701 -0.393
O -4.830 -0.742 3.119
H -4.309 -0.239 3.817
H -5.287 -0.037 2.656
O 5.004 -2.029 1.554
H 4.878 -1.194 1.112
H 5.384 -2.681 0.884
```

Model ii:
A 20-piece molecular cluster, H40O20 overall. Source: the OMol25 dataset; level of theory: wB97M-V/def2-TZVPD.

Computed properties:
HOMO energy: -10.9 eV
gap between HOMO and LUMO: 10.97 eV
charge: 0
LUMO level: 0.1 eV

XYZ file:
```
60
H40O20, DFT wB97M-V/def2-TZVPD
O 3.766 4.595 -1.227
H 3.717 4.219 -0.330
H 3.158 5.368 -1.024
O -0.694 -2.373 -3.731
H -0.990 -2.718 -4.611
H -0.312 -3.115 -3.273
O -3.104 0.596 -1.664
H -2.269 0.697 -2.115
H -3.026 -0.257 -1.204
O -0.160 -2.781 0.020
H 0.211 -3.387 0.657
H 0.346 -1.998 0.129
O -2.411 -1.703 0.485
H -3.030 -2.359 0.775
H -1.609 -2.192 0.232
O -0.348 0.218 -2.483
H -0.494 -0.662 -2.936
H 0.268 0.734 -3.005
O -5.026 0.482 2.047
H -4.174 0.226 2.339
H -5.661 0.242 2.749
O 1.164 -0.523 3.225
H 0.385 -0.159 2.846
H 1.736 0.197 3.540
O -2.387 2.646 0.462
H -2.714 2.052 -0.227
H -3.113 3.277 0.696
O 0.736 -4.546 -2.223
H 0.159 -5.138 -1.705
H 0.952 -3.821 -1.656
O 1.713 1.459 -4.301
H 1.789 2.434 -4.073
H 1.643 1.551 -5.251
O 2.723 -2.597 1.646
H 2.334 -1.861 2.155
H 3.271 -2.016 1.150
O 3.917 2.042 1.664
H 4.099 1.221 1.201
H 4.195 1.955 2.595
O -1.224 0.658 2.004
H -1.706 -0.165 1.744
H -1.820 1.326 1.514
O 1.295 -4.703 1.160
H 1.832 -3.908 1.435
H 1.441 -5.284 1.922
O 3.292 -0.555 0.071
H 2.328 -0.343 0.182
H 3.431 -0.757 -0.849
O 1.827 3.853 -3.225
H 2.594 4.372 -3.006
H 1.274 3.805 -2.436
O -0.035 3.009 -0.815
H 0.594 3.142 -0.129
H -0.863 3.045 -0.298
O 0.446 -0.213 0.113
H -0.035 0.360 0.746
H 0.125 -0.002 -0.749
O -5.326 -0.199 5.480
H -4.447 -0.030 5.783
H -5.784 0.585 5.776
```

Model iii:
A 20-piece molecular cluster, H40O20 overall. Source: the OMol25 dataset; level of theory: wB97M-V/def2-TZVPD.

Computed properties:
HOMO energy: -10.2 eV
gap between HOMO and LUMO: 9.79 eV
charge: 0
LUMO level: -0.4 eV

XYZ file:
```
60
H40O20, DFT wB97M-V/def2-TZVPD
O -1.575 0.209 -0.575
H -2.363 0.237 -0.002
H -1.555 -0.557 -1.185
O 4.109 1.584 0.226
H 5.065 1.400 0.250
H 3.584 0.943 -0.310
O 2.077 0.560 -1.565
H 1.805 0.030 -0.797
H 3.013 0.437 -1.678
O -0.514 -4.957 -1.188
H -1.407 -5.224 -0.923
H -0.510 -4.122 -0.625
O 1.970 3.116 -0.206
H 1.746 2.646 0.674
H 1.241 2.892 -0.757
O -0.890 0.802 -3.865
H -1.477 0.223 -4.405
H -0.660 1.626 -4.309
O 0.260 4.561 2.742
H -0.177 5.442 2.694
H 1.084 4.422 2.241
O 2.419 -1.853 3.364
H 3.275 -2.109 3.014
H 1.955 -2.669 3.451
O 2.389 3.180 4.470
H 2.594 4.017 3.986
H 1.884 2.668 3.756
O -2.268 0.867 3.342
H -1.611 0.977 4.059
H -2.480 1.709 2.926
O -3.710 -2.493 -0.835
H -4.142 -1.719 -1.117
H -2.804 -2.458 -0.593
O -1.099 -1.738 -2.163
H -0.319 -2.291 -1.814
H -0.904 -1.461 -3.071
O -0.880 3.175 0.649
H -0.803 4.095 0.800
H -0.925 2.642 -0.124
O 0.294 -3.233 1.559
H 0.323 -2.372 2.086
H -0.639 -3.081 1.338
O 0.954 -0.327 -5.039
H 1.802 0.009 -5.241
H 0.681 -0.081 -4.105
O -4.316 -1.234 1.598
H -3.732 -1.850 2.040
H -5.193 -1.671 1.382
O 0.404 0.859 1.470
H 0.263 0.171 0.769
H -0.404 0.658 1.932
O -3.811 0.000 -2.905
H -3.806 0.890 -3.220
H -2.929 -0.280 -2.642
O 1.672 -2.531 -1.765
H 1.912 -1.749 -1.250
H 1.108 -2.300 -2.496
O 2.589 -0.673 0.793
H 3.297 -0.571 1.420
H 1.761 -0.848 1.190
```

It is model iii that is the least stable of them.

Model i:
C2H2O4P as an isolated structure. Source: the OMol25 dataset; level of theory: wB97M-V/def2-TZVPD.

Computed properties:
HOMO energy: -4.3 eV
gap between HOMO and LUMO: 8.21 eV
charge: -1
LUMO level: 4.0 eV

XYZ file:
```
9
C2H2O4P, DFT wB97M-V/def2-TZVPD
C 0.633 0.963 -2.439
C -0.270 0.029 -1.509
O 1.151 0.614 -3.465
O 0.861 2.019 -1.727
O -0.968 -0.991 -1.745
O -0.842 -0.144 0.990
P -0.158 1.061 -0.012
H -1.064 -0.831 0.275
H 1.234 0.985 0.522
```

Model ii:
An isolated ion of composition C2H2O4P and charge -1. Source: the OMol25 dataset; level of theory: wB97M-V/def2-TZVPD.

Computed properties:
HOMO energy: -4.6 eV
gap between HOMO and LUMO: 8.52 eV
charge: -1
LUMO level: 4.0 eV
structure (SMILES): O=C1OC(=O)[PH2]1[O-]

XYZ file:
```
9
C2H2O4P, DFT wB97M-V/def2-TZVPD
O 2.160 -2.319 -0.086
C 1.940 -1.147 0.093
O 2.723 -0.156 -0.048
C 1.926 1.071 0.316
O 2.538 2.137 0.164
P 0.290 -0.473 0.720
O -0.605 -1.658 0.824
H -0.353 0.363 -0.245
H 0.444 -0.186 2.056
```

It is model ii that is the least stable of them.

Model i:
A 2-piece molecular cluster, C4H9O3 overall. Source: the OMol25 dataset; level of theory: wB97M-V/def2-TZVPD.

Computed properties:
HOMO energy: -4.0 eV
gap between HOMO and LUMO: 7.72 eV
charge: -1
LUMO level: 3.7 eV

XYZ file:
```
16
C4H9O3, DFT wB97M-V/def2-TZVPD
C 1.842 0.577 -1.928
C 0.994 1.434 -1.042
O 1.770 -0.787 -1.596
H 1.566 0.621 -3.077
H 2.898 0.798 -1.836
H 1.217 1.609 -0.073
H 0.883 -1.205 -1.818
H -0.151 1.081 -0.663
H 0.868 2.418 -1.534
C -0.004 -0.605 1.665
C -1.481 -0.323 1.244
O -2.269 -1.273 1.464
O -1.555 0.815 0.627
H 0.240 0.157 2.421
H 0.693 -0.494 0.866
H 0.112 -1.526 2.109
```

Model ii:
A 2-piece molecular cluster, C4H9O3 overall. Source: the OMol25 dataset; level of theory: wB97M-V/def2-TZVPD.

Computed properties:
HOMO energy: -4.2 eV
gap between HOMO and LUMO: 8.44 eV
charge: -1
LUMO level: 4.2 eV

XYZ file:
```
16
C4H9O3, DFT wB97M-V/def2-TZVPD
C 2.526 1.508 -1.352
C 1.227 1.047 -0.535
O 0.256 0.597 -1.178
O 1.408 1.154 0.690
H 2.342 1.397 -2.422
H 3.283 0.870 -1.010
H 2.641 2.542 -1.069
C -1.013 -1.236 1.148
C -2.420 -0.763 0.794
O -0.285 -1.668 0.034
H -0.517 -0.506 1.799
H -0.949 -2.142 1.790
H -3.003 -0.284 1.566
H -0.289 -0.948 -0.651
H -2.904 -1.608 0.334
H -2.303 0.040 0.063
```

Model iii:
A 2-piece molecular cluster, C4H9O3 overall. Source: the OMol25 dataset; level of theory: wB97M-V/def2-TZVPD.

Computed properties:
HOMO energy: -3.9 eV
gap between HOMO and LUMO: 7.73 eV
charge: -1
LUMO level: 3.8 eV

XYZ file:
```
16
C4H9O3, DFT wB97M-V/def2-TZVPD
C -0.803 -0.972 0.544
C -1.000 -2.439 0.922
O -0.681 -0.928 -0.897
H -1.647 -0.286 0.640
H 0.054 -0.430 0.967
H -0.481 -3.171 0.314
H -0.416 -0.011 -1.139
H -2.057 -2.726 0.783
H -0.759 -2.598 1.961
C 1.591 1.534 -0.887
C 0.447 2.476 -0.155
O -0.691 1.964 -0.125
O 0.907 3.601 0.078
H 1.962 0.856 -0.091
H 2.516 2.025 -1.185
H 1.058 1.103 -1.728
```

Model iv:
A 2-piece molecular cluster, C4H9O3 overall. Source: the OMol25 dataset; level of theory: wB97M-V/def2-TZVPD.

Computed properties:
HOMO energy: -4.4 eV
gap between HOMO and LUMO: 8.57 eV
charge: -1
LUMO level: 4.2 eV

XYZ file:
```
16
C4H9O3, DFT wB97M-V/def2-TZVPD
C 2.425 -0.508 1.344
C 1.616 -0.344 0.049
O 1.017 0.759 -0.108
O 1.532 -1.334 -0.700
H 2.389 0.217 2.145
H 3.444 -0.478 0.943
H 2.274 -1.561 1.651
C -1.769 1.024 -0.523
C -1.931 -0.506 -0.321
O -0.968 1.067 -1.704
H -2.719 1.539 -0.682
H -1.407 1.553 0.356
H -2.612 -0.742 0.494
H 0.027 1.247 -1.513
H -0.919 -0.891 -0.280
H -2.397 -1.043 -1.150
```

It is model i that is the least stable of them.

Model i:
A 2-piece molecular cluster, C4H9O3 overall. Source: the OMol25 dataset; level of theory: wB97M-V/def2-TZVPD.

Computed properties:
HOMO energy: -4.5 eV
gap between HOMO and LUMO: 8.29 eV
charge: -1
LUMO level: 3.8 eV

XYZ file:
```
16
C4H9O3, DFT wB97M-V/def2-TZVPD
O 1.239 -2.244 0.056
C 1.524 -1.014 -0.107
O 2.481 -0.580 -0.768
C 0.527 0.040 0.382
C 0.206 1.055 -0.716
C -1.013 1.923 -0.375
H 0.926 0.564 1.267
H -0.415 -0.402 0.725
H 0.092 0.458 -1.609
H 1.034 1.732 -0.859
H -1.781 1.786 -1.137
H -1.326 1.748 0.657
H -0.784 2.991 -0.434
H -0.080 -2.663 0.956
H -1.626 -2.510 0.671
O -1.004 -2.884 1.293
```

Model ii:
A 2-piece molecular cluster, C4H9O3 overall. Source: the OMol25 dataset; level of theory: wB97M-V/def2-TZVPD.

Computed properties:
HOMO energy: -3.8 eV
gap between HOMO and LUMO: 7.82 eV
charge: -1
LUMO level: 4.0 eV

XYZ file:
```
16
C4H9O3, DFT wB97M-V/def2-TZVPD
C -0.987 -1.419 0.077
C -2.029 -0.496 -0.388
O -1.359 -1.939 1.423
H -0.644 -2.145 -0.700
H -0.015 -0.879 0.395
H -2.329 -0.775 -1.445
H -1.541 -2.773 1.517
H -1.607 0.557 -0.389
H -2.845 -0.336 0.332
C 2.482 1.770 -0.437
C 1.300 0.964 0.261
O 0.252 1.001 -0.407
O 1.286 0.477 1.396
H 2.441 2.746 0.230
H 2.135 1.962 -1.496
H 3.461 1.284 -0.370
```

It is model ii that is the least stable of them.